# C12H16N2O3

C12H16N2O3 in the gas phase (wB97M-V/def2-TZVPD, OMol25).

Each line ends with the Löwdin charge.
CARTESIAN COORDINATES (ANGSTROEM)
O: 3.01752 1.76090 -0.72042  0.149
O: 2.04631 3.22155 0.61893  0.168
O: 1.88409 -1.65298 1.93262  0.030
N: 1.00471 0.34577 1.09244  0.144
N: 3.12018 -2.24558 -0.16297  0.038
C: -2.21909 0.44407 1.29487  -0.030
C: 0.82344 1.27188 -0.02822  -0.204
C: -3.97182 -0.61819 0.13102  -0.124
C: -1.73204 1.09880 0.16121  -0.228
C: 0.97159 -1.94451 -1.26574  -0.028
C: 2.00025 2.22295 0.00556  -0.507
C: -0.53616 1.97186 0.13278  -0.096
C: -2.43604 0.81020 -1.04253  -0.023
C: -3.39630 -0.36056 1.33951  -0.056
C: -3.39418 -0.19552 -1.01611  -0.107
C: 1.57523 -0.89991 0.99238  -0.387
C: 2.10784 -1.30047 -0.40156  -0.420
H: 2.41485 -0.41946 -0.88445  0.086
H: 1.05758 0.77955 1.96024  0.130
H: 0.22877 -2.64081 -0.68977  0.130
H: 0.36495 -1.18748 -1.66947  0.031
H: 1.58776 -2.42966 -2.05515  0.094
H: 3.53166 -2.08365 0.77609  0.096
H: -0.57836 2.76143 -0.61009  0.133
H: -0.51092 2.41859 1.10724  0.116
H: -3.90968 -0.44809 -1.90854  0.095
H: 0.89020 0.60644 -0.92450  0.141
H: -4.68605 -1.39588 0.01116  0.100
H: 3.80868 2.16982 -0.46381  0.106
H: 2.53633 -3.10212 -0.18465  0.087
H: -1.70201 0.59156 2.27208  0.119
H: -3.85445 -0.75477 2.20654  0.093
H: -2.04485 1.20427 -2.00671  0.123

* relative energy (zero: lowest compared OMol25 entry of this formula, charge and spin): 1.861 eV
* F_max: 3.06 eV/A
* energy: -21825.6839 eV
* SMILES: C[C@H](N)C(=O)N[C@@H](Cc1ccccc1)C(=O)O